No. 1
85
Properties=species:S:1:pos:R:3:forces:R:3:mulliken_charge:R:1 method="wB97M-V/def2-TZVPD" e_tot_ha=-3798.3178 relative_energy_kj_mol=747.9 gap_ev=8.7 homo_energy_ev=-9.4 smiles="C#CCCC[C@@]1(C(F)(F)C(F)(F)C(F)(F)C(F)(F)F)C(=O)O[C@@H](CCC(F)(F)C(F)(F)C(F)(F)C(F)(F)F)[C@]1(CCC(F)(F)F)N=C=O.O.O.O.O.O.O.O" max_force_ev_per_a=8.3
C 5.341461 -4.000833 -1.351927 -2.5 6.4 -2.1 -0.56
C 4.931605 -2.880141 -1.934282 1.5 -5.2 2.9 -0.19
C 4.324624 -1.485014 -2.527242 0.9 -1.4 1.3 -0.21
C 3.856848 -0.614467 -1.227472 1.3 1.2 0.1 -0.64
C 3.168442 0.812028 -1.644893 0.6 -1.0 -1.1 -0.98
C 1.547515 0.844659 -1.359595 2.9 0.1 -0.8 1.76
C 0.983623 1.656178 -2.609543 0.9 0.0 -1.9 0.46
F 1.145826 0.771993 -3.773864 -0.3 2.3 2.9 -0.33
F 1.797116 2.827215 -2.953307 -2.2 -2.6 1.2 -0.37
C -0.553765 2.075599 -2.670303 -2.8 -0.9 -1.1 0.57
F -1.215403 2.418171 -1.460440 2.0 -0.8 -2.6 -0.30
F -1.286587 0.930357 -3.219248 2.0 2.7 1.7 -0.35
C -0.903033 3.276673 -3.740502 -1.7 -1.5 -1.8 0.36
F -2.309772 3.044483 -4.074585 3.7 0.8 0.8 -0.27
F -0.203568 3.125243 -4.992752 -1.6 0.7 3.7 -0.28
C -0.848345 4.756516 -3.110529 -1.9 2.6 0.2 0.61
F 0.059016 4.940920 -2.027822 -2.2 -0.5 -3.4 -0.14
F -2.173857 5.040125 -2.575973 4.0 -0.7 -1.3 -0.24
F -0.663682 5.720864 -4.181185 0.0 -2.8 3.4 -0.25
C 0.778389 -0.570443 -1.455154 -0.8 -2.9 -1.1 -0.61
O 1.011533 -1.643425 -2.074819 -0.9 5.5 2.9 -0.60
O -0.410518 -0.347311 -0.668940 3.3 0.6 -0.7 -0.05
C 0.071649 0.398212 0.522091 -2.3 0.3 1.5 -1.36
C 0.103808 -0.772184 1.609406 0.1 -1.8 0.2 -0.46
C -1.363072 -1.065137 2.299460 0.5 1.1 -0.3 -0.68
C -1.994688 -2.477955 1.873681 1.7 -0.4 -1.5 0.76
F -2.244979 -2.386861 0.431475 -0.1 -0.6 3.6 -0.29
F -1.052183 -3.592823 2.005078 -2.2 2.8 -0.1 -0.37
C -3.306769 -2.923408 2.711080 1.0 -1.0 2.3 0.44
F -3.412951 -4.374672 2.813173 -0.2 4.2 -0.7 -0.26
F -3.069760 -2.490399 4.090420 -0.6 -1.0 -3.5 -0.29
C -4.674640 -2.207747 2.257275 -1.6 1.2 2.6 0.52
F -4.499236 -0.774498 2.068310 -0.2 -4.3 0.2 -0.22
F -5.584870 -2.314767 3.395936 2.3 0.2 -3.1 -0.30
C -5.440214 -2.876316 1.008154 -2.4 0.8 -3.0 0.60
F -6.768197 -3.370016 1.328075 4.6 1.2 -0.8 -0.25
F -4.707731 -3.873580 0.293170 -2.0 2.7 2.4 -0.25
F -5.677818 -1.796410 0.054133 0.6 -3.1 2.4 -0.28
C 1.347873 1.322317 0.173187 -0.8 -0.6 1.0 1.98
C 2.515022 1.108602 1.264793 1.5 -1.5 -0.3 -0.99
C 2.207149 1.639054 2.754503 0.1 -0.7 1.2 -1.02
C 3.420687 2.540633 3.381593 0.5 -0.8 -0.5 0.72
F 4.525214 1.595184 3.560148 -2.5 2.8 -0.1 -0.28
F 3.085678 3.137422 4.639128 1.2 -1.6 -3.5 -0.26
F 3.912269 3.541578 2.481036 -1.3 -2.3 2.6 -0.21
N 0.983596 2.789527 0.425684 3.8 3.3 -2.5 -0.88
C 1.942191 3.589628 0.047846 3.1 -1.4 -1.8 0.78
O 3.001097 4.140003 -0.401336 -7.1 -2.6 3.2 -0.53
H 5.574848 -4.747142 -0.502164 -0.4 1.6 -2.2 0.31
H 3.468686 -1.733545 -3.250733 1.4 0.5 1.1 0.27
H 5.216667 -0.931895 -3.037267 -1.8 -1.0 0.7 0.33
H 3.253828 -1.211743 -0.455096 0.9 0.7 -1.5 0.26
H 4.847036 -0.316795 -0.689144 -2.1 -0.6 -1.0 0.46
H 3.418847 0.918386 -2.779899 -0.9 -0.1 2.0 0.58
H 3.710670 1.724674 -1.159864 -1.3 -1.8 -0.7 0.27
H -0.766294 1.138661 0.837411 1.3 -1.3 -0.8 0.61
H 0.369168 -1.761720 1.046404 -0.2 1.9 0.9 0.33
H 0.847936 -0.687607 2.470977 -1.0 0.2 -1.3 0.31
H -1.232114 -0.902195 3.434118 -0.5 -0.7 -1.8 0.03
H -2.046835 -0.214234 1.914127 0.7 -1.7 0.6 0.38
H 2.722585 -0.040630 1.320416 -0.3 2.1 0.0 0.52
H 3.547297 1.562098 0.969691 -2.0 -0.6 0.1 0.57
H 1.183801 2.131349 2.916527 1.7 -0.4 -0.5 0.39
H 2.197955 0.688289 3.435957 0.1 1.9 -1.0 0.33
O -3.867999 0.421432 -0.990651 -0.1 -0.3 0.0 -0.55
H -3.645671 0.448478 -1.931828 -0.1 0.1 0.1 0.29
H -4.406275 -0.376411 -0.900247 0.2 0.2 0.0 0.28
O -3.636167 -4.786317 -2.309751 -0.3 0.0 0.1 -0.61
H -4.232407 -4.722627 -3.067240 0.2 0.0 0.1 0.32
H -4.171501 -4.484739 -1.564431 0.2 0.0 -0.3 0.33
O -4.491221 -6.751793 0.724462 0.1 0.2 -0.2 -0.61
H -3.599065 -6.696831 0.356831 -0.2 -0.1 0.0 0.33
H -4.938704 -5.972206 0.369484 0.1 -0.4 0.1 0.31
O -5.161081 1.161800 -3.553059 -0.3 0.2 -0.1 -0.59
H -5.237376 1.903751 -4.167144 0.1 -0.2 0.1 0.30
H -5.899366 1.286721 -2.942282 0.2 0.0 0.0 0.30
O -1.112546 -0.515267 5.715040 0.1 -0.1 0.3 -0.58
H -1.114840 0.077062 6.478359 0.0 0.0 -0.2 0.27
H -1.088108 -1.399236 6.105133 0.0 0.1 -0.1 0.30
O 5.694079 -1.674136 0.601539 0.6 -0.1 0.9 -0.57
H 5.814713 -2.214002 1.394209 0.0 0.1 -0.1 0.25
H 6.552958 -1.712818 0.159718 -0.2 -0.1 0.0 0.27
O 3.710735 7.177944 0.854409 -0.2 -0.1 -0.2 -0.65
H 3.593079 7.656263 0.023480 0.1 -0.1 0.2 0.31
H 3.226110 6.352177 0.719353 0.2 0.1 0.0 0.33

=====

No. 2
39
Properties=species:S:1:pos:R:3:forces:R:3:nbo_charge:R:1 method="wB97M-V/def2-TZVPD" e_tot_ha=-9700.3500 gap_ev=6.8 homo_energy_ev=-5.2 total_charge=-1 max_force_ev_per_a=2.7
C 5.794781 2.115784 1.061739 0.9 -0.6 1.2 -0.64
C 4.878377 0.910003 1.689459 -2.1 1.7 -0.3 -0.19
Cl 5.821028 -0.661222 2.017116 0.1 0.8 -0.3 -0.17
C 3.522533 0.619926 0.809479 1.1 -1.0 -0.2 -0.93
Ga 2.141745 2.112960 1.344353 0.2 -0.2 0.0 1.16
F 2.282070 2.589750 3.211998 0.2 -0.4 -0.9 -0.78
H 6.135952 1.946554 -0.047625 -1.0 0.3 2.1 0.21
H 5.228250 3.128615 1.248439 1.0 -2.1 -0.7 0.24
H 6.799727 2.142645 1.705455 -2.1 0.1 -1.3 0.20
H 4.504876 1.294031 2.752719 1.0 -1.1 -2.2 0.23
H 3.746550 0.644038 -0.360416 -0.2 0.1 2.4 0.20
H 3.084347 -0.460998 1.015621 1.1 2.4 -0.3 0.22
H 2.516221 3.411775 0.485580 0.0 0.2 0.2 -0.38
H 0.661157 1.559985 1.092361 -0.1 0.1 0.1 -0.38
C 1.376750 -2.030244 3.465421 0.1 0.3 -0.2 -0.29
Cl 0.338445 -1.114093 2.359885 0.3 -0.2 0.3 0.03
Cl 0.606242 -3.560198 3.918261 0.0 -0.1 0.1 -0.02
Cl 2.961211 -2.325552 2.729423 -0.3 -0.1 0.4 0.03
H 1.523137 -1.436903 4.371603 -0.1 -0.2 -0.3 0.24
C -2.302230 -1.251447 -0.743851 0.2 0.0 0.3 -0.28
Cl -0.666724 -1.556346 -1.353585 -0.3 0.0 0.1 0.03
Cl -2.274378 -0.005427 0.515579 -0.1 -0.2 -0.3 0.04
Cl -3.380384 -0.774932 -2.066704 0.1 -0.1 0.1 -0.01
H -2.684062 -2.176610 -0.304617 0.1 0.3 -0.2 0.23
C 1.287133 1.135271 6.608771 -0.1 0.2 -0.5 -0.28
Cl 0.301255 1.256597 8.076062 0.1 0.0 0.0 -0.01
Cl 2.332964 -0.293329 6.678362 0.0 0.1 0.1 0.00
Cl 0.255677 1.081656 5.169103 0.3 0.0 0.4 0.05
H 1.921053 2.023402 6.545384 -0.2 -0.3 0.0 0.24
C -4.386653 0.791406 -5.742298 0.1 0.1 -0.1 -0.28
Cl -5.064906 -0.548594 -4.802090 0.0 0.2 -0.1 0.01
Cl -3.881541 0.232960 -7.346201 0.0 0.0 0.2 0.02
Cl -5.562357 2.109364 -5.884169 0.2 -0.2 0.0 0.02
H -3.506461 1.170186 -5.216525 -0.3 -0.2 -0.1 0.24
C -7.201106 -2.740362 -6.937251 0.1 0.0 0.0 -0.28
Cl -8.916264 -2.311554 -6.819025 0.2 0.0 0.0 0.01
Cl -6.920208 -4.365771 -6.290221 0.0 0.2 0.0 0.01
Cl -6.648153 -2.635412 -8.617325 0.0 0.0 0.2 0.01
H -6.626055 -2.027916 -6.340271 -0.2 -0.3 -0.2 0.24